ORCA calculation (ωB97M-V/def2-TZVPD) on a single C10H13OP molecule at a distorted geometry.

Geometry as XYZ:
```
25
Properties=species:S:1:pos:R:3:lowdin_spin:R:1
P 2.00106 0.98836 -1.01412 0.081
O 2.13904 1.52383 -2.54669 0.021
C -0.50197 -1.53344 2.38746 0.093
C -0.22465 -0.01107 0.51879 0.364
C -1.87302 0.37695 2.30613 0.390
C 1.36053 -1.83919 0.68824 0.096
C -1.28693 0.74244 1.07901 0.004
C 0.11576 0.24109 -0.90719 0.065
C -0.79845 0.93772 -3.08123 0.010
C -1.49496 -0.81965 2.89814 0.257
C 0.11616 -1.20231 1.15284 0.512
C -0.57796 1.19109 -1.81143 0.003
H 3.00277 1.30890 -2.92979 0.001
H 1.42675 2.22806 -0.67221 0.007
H -1.38309 1.72384 0.66789 -0.007
H 1.58655 -2.45779 -0.21104 0.020
H 1.53771 -2.73197 1.36615 0.000
H -0.21962 -2.50038 2.83228 -0.002
H -1.22969 1.63373 -3.87895 0.001
H 2.12718 -1.10060 0.96522 0.035
H -1.96058 -1.18140 3.83474 0.010
H 0.12154 -0.69482 -1.42007 0.013
H -0.96108 2.16684 -1.40871 0.000
H -2.63736 0.98141 2.70498 0.024
H -0.38570 0.02838 -3.52047 0.001
```

Results
lowest unoccupied orbital energy (spin up / spin down): 0.7126 / -2.5003 eV
spin multiplicity: 3
DFT total energy: -805.21731 Eh
highest occupied orbital energy (spin up / spin down): -4.7 / -8.5 eV
max |F|: 6.677 eV/Å

***

ORCA calculation (ωB97M-V/def2-TZVPD) on 3 unconnected molecules or ions with the total composition C5H11N5O at a distorted geometry.

Geometry as XYZ:
```
22
Properties=species:S:1:pos:R:3:nbo_charge:R:1
O -5.64987 -0.72094 -0.77175 -0.617
N 3.73158 -1.46886 -0.70940 -0.806
N -1.11019 0.40686 0.39298 -0.504
N 5.09367 0.35398 0.14000 -0.796
N -3.49021 -0.59099 -0.36061 -0.705
N 0.66379 1.69005 0.66564 -0.576
C 0.02545 -0.37677 0.12363 -0.216
C -4.68463 -0.26077 -0.01615 0.538
C -0.68798 1.61128 0.73699 0.219
C 4.14704 -0.23168 -0.49519 0.728
C 1.00853 0.45227 0.31765 0.272
H -2.61896 -0.12633 0.02491 0.466
H -6.53676 -0.60889 -0.59847 0.535
H 1.14995 2.48411 1.07362 0.455
H 5.89883 -0.31938 0.60481 0.451
H 5.38543 1.33096 0.21420 0.481
H 2.89313 -1.64402 -1.36432 0.478
H -3.54159 -1.29935 -1.21919 0.448
H -4.96447 0.49076 0.89268 0.238
H -1.19760 2.40430 1.17315 0.222
H 4.38853 -2.23210 -0.44098 0.448
H 0.09634 -1.34450 -0.38419 0.240
```

Results
total charge: +2
lowest unoccupied orbital energy (spin up / spin down): -8.7894 / -7.5748 eV
DFT total energy: -545.36517 Eh
highest occupied orbital energy (spin up / spin down): -16.0 / -15.7 eV
max |F|: 4.644 eV/Å

***

ORCA calculation (ωB97M-V/def2-TZVPD) on 4 unconnected molecules or ions with the total composition C30H62N2O2PS.

Geometry as XYZ:
```
98
Properties=species:S:1:pos:R:3:lowdin_charge:R:1
S 1.42388 -0.73503 0.21998 0.244
P 2.83549 -1.73355 -0.62227 0.398
O 6.58019 -3.46560 -3.28162 0.027
O 5.24429 -2.96801 -3.30602 -0.096
N -1.58381 -5.28631 -3.20680 0.132
N 3.10992 -3.59351 -2.76404 0.043
C -1.91969 6.63904 8.15409 -0.111
C -5.61471 -1.36796 0.46806 -0.266
C 0.28998 3.37035 -0.20824 -0.270
C 0.35260 5.94168 7.21881 -0.229
C 3.59488 -5.18154 -4.61992 -0.104
C 3.01586 -6.54898 -5.00960 -0.188
C 1.22001 6.18870 0.75011 -0.265
C -0.64220 5.11316 4.99219 -0.268
C 2.67100 -4.29157 -3.84635 -0.137
C -3.48324 -1.61756 -0.95046 -0.232
C -1.63653 -4.44710 -4.14689 -0.240
C 1.58318 4.87273 1.43540 -0.227
C -0.87127 3.07464 0.73739 -0.104
C 1.60353 3.65006 0.51835 -0.228
C 2.28917 -2.74509 -2.07622 -0.301
C 1.00003 -2.58915 -2.45455 -0.012
C -0.92649 -3.12220 -3.97802 -0.102
C -4.65185 -2.97073 -2.77503 -0.100
C 4.50741 -3.70518 -2.35653 -0.162
C 0.03865 6.24898 5.75352 -0.227
C 0.50201 -3.28738 -3.55893 -0.136
C -4.20850 -1.59009 -2.29587 -0.266
C 2.20373 6.60093 -0.34099 -0.109
C 2.08275 -7.25386 -2.70946 -0.081
C -5.39386 0.10106 0.81689 -0.107
C -4.31859 -2.13774 0.21999 -0.224
C -0.85752 5.54737 8.06408 -0.271
C 3.05745 -7.55446 -3.86271 -0.232
C 1.36720 -4.12678 -4.23891 0.057
C 0.20199 3.84512 4.90798 -0.113
H 0.97380 6.50491 5.24457 0.108
H 0.21226 6.12723 0.32968 0.099
H -2.19150 -4.61645 -5.06968 0.123
H -2.58891 -2.24865 -1.03935 0.095
H -6.26972 -1.44258 -0.40447 0.099
H 3.87572 -4.62185 -5.51586 0.147
H 0.02854 4.21008 -0.85767 0.100
H 2.56955 4.97543 1.89922 0.114
H 1.59915 -8.16700 -2.37084 0.077
H -1.49966 7.55548 8.57332 0.076
H 3.21323 6.69887 0.06360 0.076
H -0.86222 5.46199 3.97847 0.095
H 1.09970 5.14505 7.27420 0.100
H -5.37208 -3.42866 -2.09727 0.073
H -4.90650 0.64284 0.00450 0.063
H -3.53578 -1.15269 -3.04188 0.095
H 4.07686 -7.59961 -3.47620 0.107
H -1.60874 4.88008 5.44670 0.100
H -2.74632 6.32804 8.79363 0.069
H -4.55438 -3.19363 0.06136 0.103
H 0.40653 3.42361 5.89305 0.067
H 2.59235 -6.84132 -1.83786 0.070
H 1.00598 -4.66768 -5.10040 0.139
H 4.51864 -5.37507 -4.08356 0.099
H -2.12863 -6.12091 -3.41427 0.070
H -4.76969 0.19915 1.70732 0.076
H 4.62927 -3.28335 -1.36367 0.093
H -1.30763 4.63155 7.67063 0.097
H 1.18231 6.97328 1.50982 0.105
H -3.78983 -3.63540 -2.84618 0.039
H -5.07080 -0.92184 -2.24761 0.102
H -1.08929 3.92325 1.38736 0.064
H 1.86622 2.77179 1.11821 0.100
H -0.51056 5.30410 9.07136 0.104
H -6.14990 -1.85260 1.28763 0.107
H 0.36244 -1.92569 -1.88818 0.070
H 3.87590 -0.97037 -1.16710 0.008
H 2.00732 -6.47088 -5.41325 0.108
H -6.34161 0.60041 1.01783 0.072
H 2.23676 5.87170 -1.15230 0.063
H -2.33676 6.87915 7.17494 0.064
H -5.12083 -2.90798 -3.75845 0.075
H 3.63812 -6.92300 -5.82284 0.121
H 4.82933 -4.74163 -2.32261 0.142
H 1.29312 -6.56132 -2.99683 0.052
H 2.83886 -8.54140 -4.26530 0.110
H -0.58911 7.14192 5.69364 0.102
H -3.70487 -2.10033 1.12498 0.111
H 0.43712 2.50970 -0.86809 0.089
H 3.46384 -2.66709 0.21178 -0.005
H 1.15964 4.05291 4.42627 0.063
H -3.12034 -0.61164 -0.72218 0.101
H 2.40334 3.75966 -0.22013 0.100
H 0.88357 4.69583 2.25565 0.072
H -0.30928 3.07783 4.32330 0.066
H -0.64409 2.21584 1.37393 0.067
H -1.46965 -2.52352 -3.24743 0.105
H 1.92475 7.56076 -0.77646 0.070
H -0.95140 -2.57160 -4.92147 0.139
H 0.82287 6.82399 7.66352 0.110
H -1.78243 2.84759 0.18160 0.067
H 6.62851 -3.98273 -4.10006 0.113
```

Results
total charge: +1
lowest unoccupied orbital energy: -4.3220 eV
DFT total energy: -2179.46253 Eh
highest occupied orbital energy: -12.0 eV
max |F|: 0.969 eV/Å

***

ORCA calculation (ωB97M-V/def2-TZVPD) on a molecular structure, C12H13NO at a distorted geometry.

Geometry as XYZ:
```
27
Properties=species:S:1:pos:R:3:nbo_charge:R:1
O -1.01142 -1.31464 1.43671 -0.692
N 0.01394 1.74008 -0.07499 -0.386
C -0.87656 0.77789 0.14593 0.295
C 1.20412 0.93256 -0.15214 0.077
C -2.21325 1.28944 0.79352 -0.347
C -0.61020 -0.68607 0.28308 0.117
C 1.98206 -1.40742 0.10572 -0.214
C 3.60902 0.44092 -0.10808 -0.222
C 2.63364 1.36601 -0.27238 -0.200
C -1.25181 -1.22770 -0.90426 -0.455
C -2.62799 -0.55923 -1.36426 -0.367
C 0.96047 -0.39761 -0.00621 -0.023
C -3.18620 0.43362 -0.10912 -0.453
C 3.19729 -0.91522 0.00353 -0.198
H 2.97812 2.35163 -0.62058 0.225
H -2.24672 0.18756 -2.11485 0.191
H 4.73674 0.79326 -0.00093 0.232
H -3.96747 -0.30494 0.70115 0.201
H -3.77118 1.20084 -0.77468 0.235
H -2.45174 2.51619 0.88404 0.295
H -1.75594 -2.12783 -0.27960 0.254
H -0.42556 -1.44070 -1.58571 0.241
H -3.42123 -0.96586 -1.78390 0.211
H -2.01179 -0.54320 1.84572 0.426
H -2.31690 0.60921 2.08447 0.128
H 4.04536 -1.79010 0.05587 0.202
H 1.67863 -2.43267 0.12843 0.229
```

Results
lowest unoccupied orbital energy: -0.4162 eV
DFT total energy: -594.73863 Eh
highest occupied orbital energy: -8.6 eV
max |F|: 9.567 eV/Å

***

ORCA calculation (ωB97M-V/def2-TZVPD) on a molecular structure, C19H21InN3O2PS.

Geometry as XYZ:
```
48
Properties=species:S:1:pos:R:3:nbo_charge:R:1
In -0.41681 -0.18815 -0.82464 1.332
S -2.37425 -1.51550 -1.30955 -0.160
P 0.86171 0.21179 1.31534 1.014
O 1.30225 -1.33532 -1.32355 -0.800
O 2.20414 0.70884 -1.40157 -0.652
N -1.45743 1.63427 -3.16097 -0.674
N -1.76911 -1.30948 -3.94317 -0.478
N -0.31103 1.50752 -2.30379 -0.703
C -0.40803 -2.01139 5.07854 -0.148
C 2.08595 -0.39214 -0.86630 0.766
C -1.97455 -2.14708 -2.90325 0.098
C -1.95396 -3.51160 -3.14532 -0.224
C 0.10559 -2.01068 2.73427 -0.219
C -1.71880 -3.97378 -4.42981 -0.066
C 2.31124 2.56077 1.81011 -0.186
C 0.34848 -0.63662 2.80369 -0.349
C -1.52697 -1.73754 -5.19702 0.091
C -0.09615 2.74227 1.69657 -0.241
C -1.49495 -3.07847 -5.47123 -0.227
C -0.16853 -0.64609 5.14462 -0.188
C 2.38860 3.91909 2.08167 -0.184
C 1.23364 4.68355 2.16525 -0.159
C 2.41015 -0.53384 0.61525 -0.793
C 1.06580 1.96996 1.61697 -0.334
C -0.27073 -2.69525 3.87491 -0.178
C -0.01150 4.09582 1.97463 -0.186
C 0.21086 0.05069 4.00757 -0.195
H -2.11883 -4.19238 -2.32328 0.265
H -0.27160 -0.12018 6.08398 0.243
H -0.45495 -3.75998 3.83002 0.239
H 3.35609 4.37896 2.23147 0.245
H 0.50600 1.23356 -2.85321 0.440
H -1.81924 -0.29824 -3.77069 0.461
H 3.28929 0.01657 0.93812 0.281
H 1.30124 5.74124 2.38269 0.244
H -2.25583 1.88894 -2.58824 0.384
H -0.70086 -2.54914 5.97052 0.243
H -0.02939 2.38216 -1.85613 0.413
H 0.21686 -2.55005 1.79812 0.219
H -1.30242 -3.41644 -6.47861 0.269
H -1.30861 2.38858 -3.82588 0.390
H -1.70267 -5.03903 -4.62118 0.261
H 3.22466 1.98482 1.75425 0.226
H 2.45116 -1.57087 0.93979 0.281
H -1.07361 2.28327 1.57454 0.215
H 0.40520 1.11422 4.06508 0.234
H -0.91221 4.69048 2.05007 0.239
H -1.37584 -0.96813 -5.94066 0.247
```

Results
total charge: +2
lowest unoccupied orbital energy: -6.6808 eV
DFT total energy: -1980.54812 Eh
highest occupied orbital energy: -14.8 eV
max |F|: 0.681 eV/Å

***

ORCA calculation (ωB97M-V/def2-TZVPD) on 4 unconnected molecules or ions with the total composition H7O3S at a distorted geometry.

Geometry as XYZ:
```
11
Properties=species:S:1:pos:R:3:lowdin_spin:R:1
S 0.50773 0.90084 0.77541 0.916
O -0.92499 0.66775 -2.50743 0.000
O 3.13669 -0.79329 1.03819 0.004
O -2.47135 -0.71126 0.43373 0.018
H 2.32399 -0.31859 1.09543 0.003
H 0.40468 1.75384 1.79352 0.047
H -0.54553 0.57842 -1.62770 0.001
H -2.01623 -1.04917 1.20802 0.005
H -2.07954 0.15593 0.28147 0.006
H 3.17546 -1.09949 0.12966 0.000
H -1.51090 -0.08500 -2.62031 0.000
```

Results
lowest unoccupied orbital energy (spin up / spin down): 0.2817 / -3.7147 eV
spin multiplicity: 2
DFT total energy: -628.03083 Eh
highest occupied orbital energy (spin up / spin down): -11.3 / -10.9 eV
max |F|: 1.351 eV/Å

***

ORCA calculation (ωB97M-V/def2-TZVPD) on a single C3H7N3O2 molecule at a distorted geometry.

Geometry as XYZ:
```
15
Properties=species:S:1:pos:R:3:nbo_charge:R:1
O -1.87610 0.19941 -0.89293 -0.591
O 1.40269 -1.84297 0.49105 -0.580
N 0.11668 0.38973 0.89178 -0.480
N -0.51349 -0.86084 1.07293 -0.464
N -0.80535 0.96016 -1.23363 -0.225
C 0.16191 0.99496 -0.36406 0.380
C 1.36059 2.03162 -0.65572 -0.640
C 0.25136 -1.96801 0.74810 0.518
H -2.19066 -0.16708 -1.78496 0.482
H 0.69627 0.55431 1.64922 0.395
H 1.38033 2.46471 -1.66940 0.248
H -1.50405 -0.87963 1.15039 0.401
H -0.36347 -2.83650 0.59283 0.117
H 2.31059 1.53977 -0.40380 0.223
H 1.23027 2.69806 0.19324 0.216
```

Results
lowest unoccupied orbital energy: 0.8085 eV
DFT total energy: -433.15638 Eh
highest occupied orbital energy: -8.7 eV
max |F|: 3.207 eV/Å

***

ORCA calculation (ωB97M-V/def2-TZVPD) on a molecular structure, C24H36F6N6O30 at a distorted geometry.

Geometry as XYZ:
```
102
Properties=species:S:1:pos:R:3:lowdin_charge:R:1
F -2.67330 0.77379 -0.75713 -0.048
F 1.79061 6.40421 2.13371 0.100
F 1.17154 -0.84975 -1.43787 -0.064
F -4.02724 -0.65149 4.34598 0.096
F -2.85556 -3.43227 -2.18710 0.149
F 0.52725 3.46453 -0.92908 -0.017
O 3.22806 -1.50345 -1.17768 0.020
O -0.21797 -1.15144 0.14991 0.150
O -0.11947 0.72960 1.20863 0.073
O -3.10066 -1.62599 0.02626 0.068
O 2.91034 -2.47808 3.54122 0.052
O 3.55818 -0.40788 0.64090 0.115
O -1.16443 -1.09961 2.14899 -0.044
O 2.54983 4.50781 -0.35678 0.165
O 1.57428 -5.42836 -1.91787 0.105
O -4.53094 -2.24331 -1.48878 0.193
O 0.44009 1.65357 -2.00579 -0.139
O -5.89192 1.48297 2.26204 0.130
O -1.25217 -2.44347 3.86959 -0.049
O 4.42755 -1.58091 -3.84556 0.081
O 1.15346 3.01848 2.09288 0.083
O 4.24672 3.61561 0.97282 0.120
O 2.13285 -3.99305 -0.46989 0.027
O -1.65362 1.99705 -1.71796 0.102
O -1.38078 -0.74759 -2.61600 -0.092
O 0.57432 -0.57859 -3.54650 -0.033
O -0.56440 2.91747 0.51300 0.048
O -1.99333 -4.52971 4.34033 0.114
O -3.73779 0.95584 2.48555 0.106
O 2.39200 -1.28808 5.27356 0.091
O -3.09561 -2.59164 4.97191 0.165
O 0.22019 4.92278 1.45452 0.141
O 4.73224 0.36514 -2.92332 0.093
O -5.17275 -2.52413 0.60797 0.168
O -4.37764 1.50943 0.47642 0.165
O 3.31672 2.44546 -0.71116 0.082
N -0.50001 -1.16398 -3.38802 -0.214
N 4.04710 -0.54559 -3.34476 -0.421
N 2.11274 -1.93213 4.29086 -0.419
N -0.60041 2.09867 -2.41253 -0.250
N 2.98340 -1.26750 0.00840 -0.342
N 1.79951 -4.27169 -1.58886 -0.359
C -2.60084 0.63346 1.66314 -0.025
C 2.57026 -0.42234 -3.22263 -0.049
C -2.91072 -1.19122 4.84632 -0.277
C 2.45044 2.69290 -1.81015 -0.082
C -2.07329 -3.27705 4.43191 -0.492
C 0.15907 -0.23135 -0.80348 -0.295
C -0.58133 2.72691 -3.77894 0.123
C -1.79522 -1.13068 3.81524 -0.162
C -4.75444 1.34410 1.77439 -0.507
C 1.91237 4.09283 2.71558 -0.022
C -2.39388 -1.37130 -1.23801 -0.121
C 0.75506 0.80625 0.08652 -0.013
C -3.01366 1.44171 0.38295 -0.230
C -0.76127 -2.45278 -4.15310 0.127
C -4.37712 -2.09597 -0.21648 -0.518
C -0.62107 -0.54006 1.20208 -0.500
C 0.18303 3.56073 1.28620 -0.385
C 1.07333 5.31514 2.48110 -0.320
C -3.27652 -2.22737 -2.12642 -0.349
C 0.74335 -2.09223 3.88718 0.001
C 2.10012 -2.15460 0.78358 0.034
C 1.58275 -3.16154 -2.52196 0.039
C 1.70692 3.88774 -1.39245 -0.223
C 3.31712 3.53170 0.14372 -0.475
H 2.95031 4.12585 2.38435 0.112
H -1.09342 -0.36215 4.13921 0.169
H 0.16126 -1.73272 4.73572 0.127
H -1.33610 -1.60311 -1.36237 0.133
H -0.58512 0.08902 -1.53261 0.112
H -2.65118 -0.59622 5.72194 0.170
H 1.77474 1.84019 -1.87638 0.043
H -1.63241 2.82464 -4.05054 0.112
H 1.51090 4.59971 -2.19417 0.176
H 0.02556 -3.18526 -3.97285 0.060
H -2.62008 2.45703 0.33479 0.158
H 2.27409 0.24322 -4.03343 0.130
H 1.97719 3.85087 3.77640 0.147
H -3.23579 -1.86031 -3.15195 0.162
H 3.00598 2.92833 -2.71793 0.162
H 0.96152 -2.39480 -2.05907 0.091
H 1.07488 -3.45766 -3.43982 0.071
H -1.74971 -2.90043 -4.04970 0.103
H 0.43412 -1.65180 2.93929 0.097
H 2.82097 -2.90173 1.11561 0.126
H -0.03906 2.03486 -4.42324 0.105
H 0.71191 1.81483 -0.32457 0.100
H 2.55909 -2.75657 -2.78816 0.100
H 0.40399 5.56340 3.30480 0.174
H -0.58074 -2.07617 -5.15991 0.127
H 1.38519 -2.65135 0.12765 0.083
H 2.30321 0.12807 -2.32050 0.089
H -2.30202 -0.95720 2.86595 0.095
H 2.01251 -1.35834 -3.25274 0.051
H 1.74256 0.52595 0.45309 0.139
H -2.51258 -0.42177 1.40467 0.106
H -1.66450 1.01344 2.07176 0.144
H -2.61488 -0.33652 -1.49973 0.094
H 1.63516 -1.57729 1.58272 0.086
H 0.58966 -3.16504 3.77082 0.152
H -0.07060 3.68936 -3.74821 0.105
```

Results
lowest unoccupied orbital energy: -2.5895 eV
DFT total energy: -4119.49332 Eh
highest occupied orbital energy: -9.9 eV
max |F|: 14.340 eV/Å